The following is a DFT calculation (wB97M-V/def2-TZVPD) of a structure of composition C69H178Br5N12O8 in a non-equilibrium geometry.

Computed properties:
HOMO energy = -18.08 eV
LUMO level = -9.95 eV
E = -16862.22716 Ha
Frontier orbital gap = 8.134 eV
Charge = +7

```
272
Properties=species:S:1:pos:R:3:forces:R:3:mulliken_charge:R:1
C -7.572 -3.710 -5.485 -1.4 -0.1 -0.2 -1.6758
C -6.415 -4.177 -4.637 -1.4 1.1 1.0 0.7885
C -6.065 -5.607 -4.761 0.2 -2.0 -2.6 -0.7902
O -4.754 -5.716 -4.313 0.7 0.4 1.4 -0.3248
C -4.278 -6.977 -3.910 0.9 -0.4 0.3 -0.7652
N -5.149 -3.439 -4.931 -1.4 0.7 -2.2 0.0501
H -4.423 -4.066 -5.263 0.2 -0.1 -0.2 0.4649
H -5.327 -2.635 -5.545 0.1 -0.6 -0.3 0.3925
H -4.822 -3.002 -4.130 1.4 1.0 2.7 -0.3460
H -7.796 -2.627 -5.483 0.2 -0.4 0.7 0.4251
H -8.475 -4.277 -5.149 0.6 0.7 -0.1 0.4009
H -7.529 -3.914 -6.538 0.6 -0.6 -0.6 0.4347
H -6.718 -3.927 -3.601 0.6 -0.1 -0.3 -0.0001
H -6.005 -5.817 -5.875 -0.5 -0.1 0.8 0.3100
H -6.749 -6.374 -4.346 0.2 0.8 0.2 0.5076
H -3.335 -6.813 -3.312 -1.2 -0.2 -0.5 0.1812
H -4.013 -7.530 -4.803 0.1 -0.4 -0.1 0.3589
H -5.029 -7.545 -3.341 0.3 0.2 0.0 0.3247
C 2.850 5.837 -0.679 0.6 -0.5 -0.3 -1.4444
C 3.519 5.521 0.673 -1.7 0.2 -0.9 0.0788
C 4.958 5.939 0.778 -0.6 1.1 -0.2 -0.7040
O 5.725 5.250 -0.141 1.2 0.0 0.0 -0.2548
C 7.072 5.780 -0.087 0.5 -0.5 0.7 -0.7867
N 2.673 6.315 1.629 0.6 -0.3 -0.6 -0.0439
H 2.782 7.309 1.424 -0.1 0.0 0.3 0.3731
H 1.603 6.011 1.596 0.3 0.1 0.4 -0.0518
H 3.009 6.098 2.549 -0.1 0.4 0.9 0.3899
H 3.276 5.278 -1.533 0.1 0.6 0.5 0.3932
H 2.894 6.930 -0.834 0.2 -0.5 -0.2 0.4122
H 1.806 5.547 -0.661 -0.3 0.0 0.2 0.4447
H 3.383 4.487 1.002 0.0 0.0 -0.3 0.3542
H 5.280 5.748 1.803 0.4 0.3 0.2 0.3867
H 5.028 7.024 0.500 -0.1 -0.5 0.7 0.3622
H 7.622 5.208 -0.842 0.0 0.7 0.0 0.2217
H 7.564 5.587 0.910 -0.6 -0.1 -0.7 0.3445
H 7.128 6.889 -0.189 -0.3 -0.8 -0.5 0.3905
C 0.859 0.436 0.521 0.8 0.5 0.0 -1.4373
C 0.551 -0.338 -0.734 0.3 -0.8 -0.4 0.3635
C 0.570 -1.862 -0.547 -3.4 -0.7 1.1 -1.0421
O -0.151 -2.179 0.703 1.4 0.2 -0.3 0.3062
C -1.402 -2.804 0.580 -0.2 0.7 0.8 -0.0415
N -0.775 0.200 -1.263 0.1 -0.8 0.4 0.6037
H -0.586 1.018 -1.883 0.0 0.0 0.1 -0.1938
H -1.277 -0.489 -1.858 -0.1 0.2 0.3 -0.1146
H -1.370 0.442 -0.452 0.2 -0.1 -0.6 0.3474
H 0.110 0.257 1.286 -0.2 0.2 0.1 0.4114
H 0.951 1.492 0.236 -0.3 -0.1 0.3 0.5508
H 1.836 0.181 0.960 -0.3 -0.3 -0.3 0.1166
H 1.293 -0.123 -1.497 0.0 0.3 -0.3 0.2213
H 1.550 -2.279 -0.436 0.7 0.1 0.0 0.2642
H -0.023 -2.450 -1.305 0.9 0.9 0.0 0.5104
H -2.113 -2.093 0.150 -0.3 -0.4 -0.3 -0.3967
H -1.744 -3.017 1.609 0.2 0.1 -0.4 0.1046
H -1.366 -3.728 0.018 0.0 -0.3 -0.4 0.3150
C -0.505 7.529 -3.775 -1.9 0.9 -0.1 -1.2290
C -1.462 6.494 -4.385 -0.3 -0.3 -0.3 -0.1710
C -0.795 5.575 -5.436 -0.3 0.3 0.2 -0.7505
N -1.646 4.426 -6.028 1.5 1.5 -0.1 0.2567
C -2.642 5.023 -7.008 -1.8 -1.3 1.8 -0.7942
C -2.240 3.634 -4.876 0.8 -0.8 -1.5 -0.6824
C -2.414 2.243 -5.469 -1.1 -0.9 -1.9 -0.7943
C -1.478 2.156 -6.747 -0.5 -0.5 0.1 0.5856
C -0.683 3.422 -6.733 -1.2 0.3 1.9 -1.0177
H -0.179 8.246 -4.554 0.5 -0.7 0.5 0.3830
H 0.212 7.130 -3.081 0.7 -0.1 -0.1 0.3027
H -1.223 8.144 -3.181 0.8 -0.2 0.0 0.2825
H -2.227 7.168 -4.807 -0.2 -0.9 -0.2 0.3091
H -1.898 5.856 -3.582 0.2 0.6 -0.5 0.2509
H 0.035 5.093 -4.943 0.3 -0.3 0.1 0.2984
H -0.397 6.157 -6.266 -0.1 0.0 -0.1 0.5512
H -3.425 5.535 -6.388 0.9 -0.1 -0.7 0.3590
H -3.192 4.213 -7.524 0.6 0.3 0.1 0.3636
H -2.173 5.682 -7.703 0.4 0.4 -0.3 0.3140
H -3.133 4.121 -4.549 -0.5 0.2 0.3 0.5049
H -1.447 3.554 -4.128 -0.3 0.4 0.1 0.2488
H -3.466 2.038 -5.831 1.0 0.2 0.7 0.2830
H -2.066 1.451 -4.804 -0.4 0.3 0.2 0.3661
H -1.959 2.017 -7.715 -0.6 0.0 0.3 0.5715
H -0.837 1.286 -6.606 0.2 0.1 0.0 -0.7717
H -0.310 3.831 -7.633 0.1 0.5 -1.0 0.6430
H 0.101 3.239 -6.025 0.6 0.4 0.4 0.2421
C -4.964 -4.458 0.093 -0.2 -0.7 0.0 -1.5583
C -4.972 -3.387 1.181 -0.5 0.0 -0.6 0.3706
C -6.074 -2.371 0.792 1.2 -1.3 -0.8 -1.1097
N -6.022 -1.048 1.404 1.6 1.2 0.7 0.4175
C -5.982 -1.134 2.898 0.2 1.5 -0.4 -1.1572
C -7.151 -0.147 0.881 -0.6 -1.6 1.5 -0.5872
C -6.518 0.592 -0.230 -0.5 0.0 -1.2 -0.4579
C -5.194 1.002 0.370 0.8 -0.8 2.1 -0.6017
C -4.673 -0.366 1.005 -1.2 1.6 -1.0 1.0983
H -4.757 -4.152 -0.942 0.3 0.3 0.5 0.2304
H -5.912 -4.994 0.039 -0.2 0.1 0.2 0.4409
H -4.256 -5.209 0.424 0.3 -0.3 -0.4 0.4676
H -4.021 -2.901 1.196 0.7 0.4 0.0 -0.0781
H -5.048 -3.920 2.146 -0.6 0.6 -0.2 0.3608
H -7.001 -2.830 1.001 -1.3 -0.3 0.3 0.7228
H -5.977 -2.268 -0.309 -0.2 0.3 0.6 0.2180
H -6.890 -1.560 3.234 -0.7 -1.2 0.5 0.3843
H -6.033 -0.102 3.306 0.6 -0.6 -0.4 0.4668
H -5.032 -1.613 3.137 -0.5 -0.1 0.5 0.3347
H -7.468 0.489 1.710 0.3 0.2 -0.1 0.4438
H -8.010 -0.826 0.727 0.4 0.4 -0.5 0.3054
H -7.233 1.328 -0.643 0.7 0.0 0.3 0.4656
H -6.289 -0.119 -1.036 -0.1 0.2 -0.1 0.1467
H -5.296 1.609 1.316 -0.1 0.2 -1.4 0.3385
H -4.446 1.391 -0.316 -0.2 0.2 0.0 0.4364
H -4.043 -0.175 1.881 -0.2 -0.3 -0.1 -0.5506
H -4.168 -0.970 0.260 -0.1 -0.2 -0.1 -0.7094
C 1.461 -5.681 -0.150 0.1 -3.2 -1.3 -1.2673
C 2.491 -6.854 0.051 -1.1 0.1 0.3 -0.1948
C 3.877 -6.307 0.251 -0.9 1.5 -0.8 -0.1129
N 4.919 -7.158 0.812 0.7 -2.1 0.1 0.7948
C 4.449 -7.905 1.983 -2.0 -0.4 0.9 -1.4993
C 6.106 -6.323 1.192 0.7 0.7 -0.2 -0.2053
C 7.221 -6.794 0.276 0.9 0.0 0.1 -0.7375
C 6.967 -8.286 0.057 -0.4 0.8 0.2 -0.5216
C 5.459 -8.243 -0.148 -0.4 0.5 -1.9 -0.6219
H 1.458 -5.028 0.656 0.3 1.6 1.2 -0.0015
H 0.476 -6.151 -0.219 0.0 0.0 0.1 0.5079
H 1.597 -5.249 -1.115 0.3 0.9 -0.5 0.5919
H 2.371 -7.617 -0.729 0.2 0.3 0.1 0.3014
H 2.183 -7.315 0.984 -0.1 -0.4 0.2 0.1383
H 3.765 -5.470 0.941 0.1 0.0 0.1 -0.4646
H 4.239 -5.856 -0.684 0.2 -0.3 0.2 0.4030
H 5.231 -8.360 2.535 1.1 -0.4 0.1 0.5054
H 3.728 -8.700 1.723 0.4 0.5 -0.2 0.4268
H 3.940 -7.252 2.685 0.0 0.4 0.0 0.4842
H 6.381 -6.555 2.232 -0.3 0.2 -0.4 0.2867
H 5.797 -5.268 1.100 0.4 -0.4 0.2 0.0840
H 8.198 -6.645 0.688 0.5 0.1 0.9 0.4176
H 7.381 -6.286 -0.672 -1.0 0.2 -0.3 0.3550
H 7.217 -8.869 0.966 0.2 0.1 -0.8 0.3301
H 7.522 -8.529 -0.863 -0.4 -0.8 0.6 0.3511
H 4.892 -9.167 -0.018 0.2 0.2 0.1 0.3253
H 5.239 -7.857 -1.182 0.2 -0.4 0.9 0.3592
C -0.668 -1.997 -9.912 0.1 0.4 -0.5 -1.5396
C 0.395 -0.951 -9.582 0.1 0.2 -0.4 -0.1152
C 0.734 -1.050 -8.098 0.5 -0.8 -0.3 -1.0892
N 2.077 -0.550 -7.692 0.4 1.9 -1.3 0.4506
C 2.329 0.852 -8.359 -0.7 -1.3 0.5 -0.8501
C 3.159 -1.445 -8.216 -1.0 -0.3 -0.1 -0.6572
C 4.323 -1.211 -7.362 1.4 1.1 1.5 -0.6954
C 3.796 -0.595 -6.014 0.1 1.6 -0.5 -0.5533
C 2.282 -0.522 -6.181 0.1 1.7 -0.8 0.0393
H -0.257 -2.984 -10.081 0.3 -0.2 0.3 0.3866
H -1.148 -1.754 -10.849 -0.2 0.2 -0.2 0.4289
H -1.431 -2.037 -9.151 -0.3 -0.1 0.3 0.3641
H -0.009 0.064 -9.710 0.1 -0.3 -0.4 0.3831
H 1.234 -1.085 -10.300 -0.3 0.1 0.7 0.2629
H 0.701 -2.102 -7.787 -0.1 0.3 0.2 0.3869
H 0.015 -0.460 -7.566 -0.5 0.1 0.6 0.5293
H 3.240 1.259 -7.947 0.2 0.1 -0.1 0.4714
H 1.487 1.491 -8.151 -0.3 0.2 0.5 0.1177
H 2.336 0.736 -9.445 0.4 -0.2 0.3 0.4085
H 3.356 -1.165 -9.217 0.1 0.1 -1.1 0.3743
H 2.823 -2.465 -8.228 -0.4 -0.4 0.2 0.4924
H 4.909 -0.415 -7.835 0.5 -0.6 0.1 0.3381
H 4.910 -2.126 -7.211 0.0 0.5 -0.1 0.4004
H 4.164 0.471 -5.876 -0.1 -1.4 -0.1 0.2693
H 4.097 -1.166 -5.152 -0.1 -0.2 0.3 0.3910
H 1.726 0.334 -5.690 0.8 -0.8 -0.7 -0.3963
H 1.825 -1.408 -5.903 -0.9 -1.8 1.0 0.4726
C 8.659 0.124 -0.534 1.3 -0.2 1.4 -0.8720
N 7.447 0.910 -0.884 0.5 0.8 -1.6 0.3384
C 7.465 2.293 -0.242 0.3 -0.7 0.6 -1.2561
C 7.564 1.114 -2.405 0.1 -1.2 -0.1 -0.9868
C 6.173 0.221 -0.455 0.9 0.0 -0.4 -0.5361
C 6.084 -1.237 -0.890 -1.3 0.2 -0.3 -0.3916
O 4.802 -1.641 -0.461 -0.1 -0.7 0.6 -0.2274
H 8.574 -0.184 0.515 -0.1 0.0 -0.2 0.3891
H 9.546 0.771 -0.575 -0.4 -0.1 -0.2 0.3831
H 8.891 -0.790 -1.127 -0.8 0.9 0.0 0.3526
H 8.315 2.884 -0.577 0.2 -0.4 0.0 0.4614
H 7.507 2.111 0.837 0.1 0.3 -0.2 0.3627
H 6.568 2.858 -0.468 -0.3 -0.3 -0.2 0.5618
H 6.717 1.628 -2.839 -0.3 0.2 0.3 0.3619
H 7.658 0.119 -2.894 -0.2 0.7 0.5 0.4126
H 8.490 1.651 -2.619 -0.2 0.1 0.3 0.4398
H 5.408 0.843 -0.898 -0.5 -0.3 -0.1 0.2262
H 6.072 0.281 0.625 0.3 0.1 0.2 0.3290
H 6.896 -1.900 -0.583 0.0 0.2 0.3 0.3948
H 6.013 -1.280 -1.976 0.3 0.0 -0.2 0.2207
H 4.756 -2.115 0.415 0.1 0.5 -0.8 -0.0711
C -3.855 9.311 2.499 1.9 -0.6 1.0 -0.8694
N -3.672 9.350 1.020 -1.4 -0.4 -0.8 -0.0678
C -2.337 9.833 0.662 1.1 0.2 0.3 -0.9077
C -3.831 7.891 0.589 0.4 0.7 1.1 -0.8820
C -4.815 10.178 0.349 -0.1 -0.7 1.6 -0.4115
C -4.922 11.626 0.730 1.4 0.5 0.0 -0.5897
O -5.161 11.766 2.094 -1.3 0.8 0.8 -0.4873
H -4.870 9.079 2.771 -0.2 -0.3 -0.1 0.3799
H -3.541 10.174 3.089 -0.2 0.5 -0.9 0.3085
H -3.107 8.541 2.784 -0.9 0.1 0.3 0.4522
H -1.544 9.146 1.048 -0.8 0.4 -0.2 0.3602
H -2.249 10.783 1.176 0.4 0.2 -0.3 0.4254
H -2.202 9.946 -0.425 -0.3 0.0 0.4 0.3277
H -3.758 7.832 -0.476 0.1 0.0 -0.6 0.3895
H -4.823 7.612 0.928 0.0 -0.4 -0.1 0.3717
H -3.031 7.310 1.103 -0.7 0.3 -0.5 0.3913
H -5.737 9.690 0.752 0.6 0.2 -0.7 0.3300
H -4.729 10.138 -0.723 0.2 -0.5 -0.4 0.3906
H -5.715 11.940 0.068 -0.5 0.6 0.0 0.4071
H -4.023 12.243 0.536 -0.2 -0.5 -0.7 0.3281
H -5.591 12.639 2.273 0.5 -1.1 -0.2 0.3349
C -3.970 0.743 9.306 -0.1 0.8 -0.5 -0.7800
N -4.309 2.241 8.995 -1.4 -1.5 0.9 -0.1251
C -5.630 2.183 8.254 0.5 -1.1 -0.1 -1.0012
C -4.586 2.930 10.307 0.7 0.0 0.1 -0.9012
C -3.214 2.988 8.304 0.2 0.2 -0.6 -0.5174
C -3.030 2.516 6.875 0.5 0.0 0.0 -0.5097
O -2.395 1.248 6.890 -0.6 0.0 -0.1 -0.2279
H -4.583 0.420 10.115 -0.7 0.1 0.7 0.4295
H -2.959 0.717 9.659 0.6 -0.1 -0.2 0.3703
H -4.179 0.044 8.477 0.5 0.9 0.1 0.2855
H -6.385 1.843 9.001 0.6 -0.1 -0.8 0.3877
H -5.457 1.448 7.411 -0.7 1.1 0.9 0.4510
H -5.918 3.171 7.932 0.0 0.3 -0.3 0.3507
H -5.425 2.476 10.835 0.0 0.1 -0.3 0.3964
H -4.719 3.994 10.110 -0.3 -0.2 0.1 0.3998
H -3.701 2.820 10.921 0.2 0.0 0.2 0.4258
H -2.299 2.806 8.880 -0.2 0.1 -0.1 0.3553
H -3.454 4.076 8.312 0.0 -0.8 0.1 0.3486
H -2.369 3.184 6.343 0.1 0.7 0.0 0.4522
H -4.004 2.604 6.360 0.3 -0.6 0.0 0.3100
H -2.262 0.946 5.960 -0.2 -0.1 0.2 -0.1089
C 1.712 -0.252 5.556 0.2 0.8 -0.2 -1.1149
N 2.979 -0.242 6.439 -1.5 0.0 -1.1 0.1830
C 2.817 0.749 7.546 -0.5 -1.1 2.0 -0.9363
C 3.062 -1.653 7.048 0.3 1.4 0.0 -0.7429
C 4.149 0.292 5.578 0.2 -3.3 -0.9 -0.8151
C 4.484 -0.684 4.297 -1.6 0.7 1.3 -0.2326
O 3.773 -0.277 3.173 0.1 1.3 -0.2 -0.2563
H 1.770 0.664 4.986 0.0 0.1 -0.5 0.2806
H 0.778 -0.137 6.112 0.4 -0.5 0.5 0.6037
H 1.657 -1.116 4.872 0.4 0.4 0.4 0.2524
H 1.897 0.578 8.153 0.7 -0.5 -0.5 0.3302
H 2.748 1.786 7.329 0.1 0.8 -1.4 0.4065
H 3.691 0.644 8.191 -0.1 -0.1 0.1 0.4533
H 2.998 -2.443 6.321 0.2 0.1 -0.7 0.1611
H 2.183 -1.736 7.677 0.1 0.0 0.3 0.4445
H 3.991 -1.717 7.595 0.1 -0.1 0.3 0.3483
H 5.030 0.225 6.171 0.6 -0.1 0.9 0.4236
H 3.957 1.339 5.457 -0.3 0.3 -0.8 0.5343
H 4.140 -1.722 4.511 0.6 0.5 0.4 0.1091
H 5.569 -0.676 4.160 -0.1 0.1 0.0 0.3734
H 3.477 -1.036 2.644 0.1 -0.5 0.1 -0.2366
C -1.039 -4.708 5.144 -2.3 -0.2 0.2 -1.0789
N -0.039 -5.751 4.785 1.5 0.6 0.0 0.5365
C 0.219 -5.705 3.272 -0.2 -0.3 0.9 -1.2372
C 1.248 -5.353 5.533 -1.0 0.4 -0.2 -1.0280
C -0.542 -7.074 5.299 0.8 -0.6 0.7 -0.3780
C 0.422 -8.258 5.014 -0.7 0.0 0.1 -0.5963
O 0.304 -8.552 3.634 0.2 -0.4 -0.2 -0.4808
H -1.945 -4.910 4.530 0.6 0.3 0.2 0.3773
H -0.741 -3.663 5.004 0.4 -0.5 -0.3 0.4598
H -1.411 -4.841 6.189 0.8 0.0 -0.7 0.3236
H -0.698 -5.860 2.716 -0.2 0.2 0.2 0.4221
H 0.922 -6.442 2.923 0.2 -0.5 0.5 0.0042
H 0.669 -4.759 3.127 0.1 1.2 -0.5 0.7095
H 1.374 -4.273 5.485 0.0 0.0 -0.6 0.3168
H 2.138 -5.851 5.205 0.1 -0.4 -0.4 0.3223
H 1.056 -5.541 6.565 0.0 -0.5 0.8 0.4500
H -1.506 -7.266 4.816 0.2 0.0 0.2 0.3158
H -0.672 -6.951 6.395 -0.1 0.0 -0.7 0.4365
H 0.138 -9.094 5.688 0.0 0.4 -0.5 0.5222
H 1.487 -8.084 5.225 -0.4 0.4 0.1 0.2157
H -0.130 -9.398 3.481 0.0 0.0 0.1 0.3266
Br -0.154 5.369 2.198 -0.1 0.0 -0.3 -0.8237
Br -2.227 -0.189 3.986 0.0 -0.2 -0.1 -0.7115
Br 0.413 1.933 -3.653 0.4 -0.1 0.1 -0.8597
Br 3.314 -3.145 1.910 0.0 -0.1 0.3 -0.5384
Br -3.432 -1.692 -2.492 -0.1 0.0 -0.1 -0.5851
```
Positions in Å, forces in eV/Å.